Entry 1:
{
  "formula": "C29H30F3N4O3S2Zr",
  "method": "the ωB97M-V functional and the def2-TZVPD basis",
  "lumo_ev": -3.320,
  "e_above_lowest_kj_mol": 40.98,
  "homo_ev": -10.37,
  "total_charge": 1,
  "elements": ["Zr", "C", "N", "C", "C", "C", "C", "C", "C", "C", "N", "C", "C", "C", "C", "C", "C", "N", "C", "C", "H", "H", "H", "H", "H", "H", "H", "H", "H", "H", "H", "H", "H", "H", "H", "H", "H", "H", "H", "H", "F", "C", "F", "F", "C", "C", "C", "C", "N", "C", "S", "H", "H", "H", "C", "C", "C", "C", "C", "C", "C", "S", "O", "O", "O", "H", "H", "H", "H", "H", "H", "H"],
  "positions_angstrom": [[0.0744, -0.7273, -0.2378], [2.8305, -2.1049, -0.7900], [2.0324, -1.8255, 0.4411], [1.8647, -3.1058, 1.1836], [2.7182, -0.8609, 1.3223], [4.0720, -0.9732, 1.5891], [4.6908, -0.0529, 2.4203], [3.9422, 0.9815, 2.9622], [2.5836, 1.0832, 2.7109], [1.9398, 0.1363, 1.9136], [0.5692, 0.1526, 1.5863], [-0.4120, 0.7968, 2.3483], [-0.3247, 1.0707, 3.7162], [-1.4002, 1.6253, 4.3924], [-2.5891, 1.9097, 3.7351], [-2.6971, 1.6159, 2.3847], [-1.6253, 1.0592, 1.7090], [-1.7126, 0.7278, 0.2808], [-2.9787, 0.0235, -0.0669], [-1.6571, 2.0030, -0.4919], [3.7377, -2.6515, -0.5334], [3.1042, -1.1687, -1.2695], [2.2357, -2.7137, -1.4684], [2.8492, -3.4764, 1.4730], [1.3739, -3.8295, 0.5358], [1.2733, -2.9327, 2.0793], [4.6546, -1.7667, 1.1417], [5.7488, -0.1339, 2.6257], [4.4206, 1.7261, 3.5844], [2.0277, 1.9158, 3.1158], [0.5733, 0.8176, 4.2602], [-1.3078, 1.8259, 5.4516], [-3.4234, 2.3436, 4.2674], [-3.6229, 1.8170, 1.8603], [-3.8042, 0.7335, -0.1349], [-3.2069, -0.7160, 0.6946], [-2.8665, -0.4647, -1.0368], [-2.4215, 2.6815, -0.1115], [-1.8433, 1.7958, -1.5408], [-0.6770, 2.4609, -0.3689], [-2.8048, -6.5981, 0.4975], [-2.1145, -5.6388, -0.1300], [-2.7833, -5.3256, -1.2429], [-0.9394, -6.1667, -0.4950], [-1.9207, -4.4358, 0.7607], [-2.3328, -4.4660, 2.0759], [-2.1178, -3.3671, 2.9074], [-1.4991, -2.2639, 2.3742], [-1.1104, -2.2246, 1.0879], [-1.2858, -3.2819, 0.2785], [-0.6232, -3.0422, -1.3145], [-2.8177, -5.3539, 2.4580], [-2.4225, -3.3738, 3.9430], [-1.3010, -1.3809, 2.9666], [-0.1025, 5.5895, -5.5982], [0.0963, 4.3009, -4.8538], [1.3188, 4.0213, -4.2406], [1.5148, 2.8489, -3.5374], [0.4576, 1.9491, -3.4397], [-0.7674, 2.1914, -4.0434], [-0.9348, 3.3718, -4.7499], [0.7398, 0.4537, -2.6147], [1.2856, 0.7547, -1.2259], [1.6122, -0.3870, -3.3649], [-0.5825, -0.1650, -2.2675], [0.8126, 5.8987, -6.1013], [-0.3835, 6.3879, -4.9085], [-0.8921, 5.5000, -6.3422], [2.1311, 4.7321, -4.3237], [2.4693, 2.6383, -3.0734], [-1.5671, 1.4660, -3.9811], [-1.8820, 3.5683, -5.2358]],
  "mulliken_charge": [-0.739, -1.157, 1.557, -1.431, 0.889, -0.591, -1.051, -0.796, -1.087, -0.165, 0.616, -1.158, -0.304, -0.910, -1.003, -0.720, 1.055, 1.912, -1.216, -1.480, 0.514, 0.416, 0.263, 0.446, 0.531, 0.302, 0.375, 0.423, 0.429, 0.685, 0.678, 0.429, 0.434, 0.408, 0.491, 0.427, 0.213, 0.474, 0.452, 0.295, -0.301, 0.566, -0.221, -0.214, -0.151, -0.319, -1.062, -0.351, 1.101, 0.666, -0.421, 0.539, 0.510, 0.223, -1.463, 0.884, -0.880, -0.696, 0.365, -0.341, -0.917, 1.523, -0.538, -0.566, -0.704, 0.391, 0.298, 0.375, 0.391, 0.493, 0.544, 0.376]
}

***

Entry 2:
{
  "formula": "C29H30F5IrO5S",
  "method": "the ωB97M-V functional and the def2-TZVPD basis",
  "multiplicity": 6,
  "lumo_ev": [1.987, 1.185],
  "homo_ev": [-0.60, -4.50],
  "s_squared": 8.7931,
  "total_charge": -1,
  "elements": ["C", "C", "C", "C", "H", "H", "C", "H", "H", "C", "H", "H", "C", "C", "C", "O", "O", "O", "O", "C", "H", "H", "H", "C", "H", "H", "H", "O", "H", "H", "C", "C", "H", "H", "H", "H", "H", "H", "Ir", "C", "C", "C", "H", "C", "C", "H", "H", "H", "H", "C", "C", "C", "H", "C", "C", "H", "H", "H", "H", "F", "C", "C", "F", "C", "F", "C", "S", "C", "F", "C", "F"],
  "positions_angstrom": [[-0.1339, -0.1856, -6.2950], [-0.6239, -1.2121, -5.2853], [-0.2972, 1.2559, -5.6960], [-1.4289, 1.0992, -4.7310], [-0.5366, 1.9510, -6.4970], [0.6341, 1.5627, -5.1867], [-1.1376, -0.3736, -4.1116], [0.1970, -1.8435, -4.9190], [-1.4729, -1.8213, -5.6562], [-0.0536, -0.1429, -3.0927], [-2.0968, -0.7293, -3.6325], [-2.3946, 1.0552, -5.2332], [-1.5318, 2.0749, -3.5413], [1.3346, -0.3291, -6.6478], [-0.8826, -0.2878, -7.6018], [-1.6360, 0.5409, -7.9679], [2.1513, -0.9962, -6.0458], [1.6324, 0.3322, -7.7705], [-0.6602, -1.3611, -8.4003], [0.0556, -2.5901, -8.0427], [0.0201, -2.8477, -6.9632], [1.1017, -2.5227, -8.3992], [-0.4724, -3.3738, -8.6269], [3.0106, 0.2559, -8.1489], [3.6495, 0.7475, -7.3877], [3.0758, 0.7852, -9.1183], [3.3259, -0.8001, -8.2586], [-0.8268, 0.9654, -2.5033], [0.9849, 0.1466, -3.5432], [0.1830, -1.1333, -2.5620], [-2.9314, 2.4550, -3.1830], [-0.4725, 3.1206, -3.3376], [-0.1090, 3.5746, -4.2622], [0.3775, 2.6716, -2.8163], [-0.8813, 3.8987, -2.6889], [-2.9350, 2.7897, -2.1394], [-3.5946, 1.5943, -3.3217], [-3.3036, 3.2809, -3.8126], [0.1704, -0.2303, 0.9689], [-1.7007, -0.9265, 1.6474], [-2.1491, -0.7797, 0.2842], [-1.4334, -1.6837, -0.5289], [-2.9346, -0.1172, -0.1052], [-0.4409, -2.3040, 0.3008], [-0.6609, -1.8990, 1.6703], [-0.1030, -2.2398, 2.5287], [-2.1162, -0.3917, 2.4860], [-1.6427, -1.9072, -1.5682], [0.2627, -3.0493, -0.0787], [1.9881, 1.2892, 0.5082], [2.0980, 0.1910, 1.4309], [2.1246, -1.0290, 0.6298], [2.1577, 0.1992, 2.5149], [2.2305, -0.6061, -0.7700], [2.1522, 0.7803, -0.8171], [2.3093, 1.3972, -1.7246], [1.9173, 2.3498, 0.7224], [2.2690, -2.0356, 0.9949], [2.4555, -1.2824, -1.6266], [2.1476, 3.5227, 6.1413], [1.4139, 3.1678, 5.0885], [1.3025, 4.0157, 3.9615], [1.9494, 5.2276, 3.9834], [0.6291, 3.6010, 2.8378], [0.5432, 4.4487, 1.7609], [0.0328, 2.3161, 2.7351], [-0.6756, 1.8241, 1.2368], [0.0990, 1.5369, 3.8962], [-0.5715, 0.3557, 3.9888], [0.7700, 1.9059, 5.0274], [0.8744, 1.0818, 6.0877]],
  "mulliken_charge": [2.839, -2.085, -2.584, -0.650, 0.428, 0.532, 0.225, 0.510, 0.335, -0.722, 0.993, 0.766, 1.786, -0.502, 0.747, -0.576, -0.592, -0.248, -0.382, -0.474, 0.267, 0.163, 0.312, -0.765, 0.301, 0.247, 0.313, -0.399, 0.073, 0.073, -1.849, -1.342, 0.229, 0.243, 0.405, 0.446, 0.419, 0.361, 1.042, -0.573, -0.483, -0.026, 0.369, -1.251, -0.862, 0.554, 0.680, 0.749, 0.444, -1.188, -0.438, -1.098, 0.679, -0.555, -0.075, 0.536, 0.612, 0.621, 0.492, -0.289, 0.296, 0.152, -0.297, 0.136, -0.374, 0.474, -0.526, -0.098, -0.414, 0.173, -0.308]
}